(1)
A cluster of 2 separate species, C3H4NO in total at a distorted geometry, computed with ωB97M-V/def2-TZVPD.

Cartesian coordinates (Å):
C  0.01761  -0.28536  0.21096
C  0.19711  2.14636  -0.38390
C  -0.37937  -3.38723  0.51154
N  0.23050  0.83752  -0.02086
O  0.29763  -2.57866  0.89927
H  -0.47286  2.36982  -1.27399
H  1.17628  2.63993  -0.71244
H  -0.21754  2.62404  0.43393
H  -0.84936  -4.36643  0.33548

## Properties
Lowest unoccupied orbital energy in eV: -7.03
Molar mass in g mol⁻¹: 70.1
Energy above the lowest of the compared OMol25 structures with the same formula, charge and spin in kJ/mol: 294.4
Charge: +1
Multiplicity: 1
Frontier orbital gap in eV: 8.0494

The molecule's natural (NBO) atomic charges, reported in e, are given here:
1. C 0.206
2. C -0.457
3. C 0.759
4. N -0.430
5. O -0.130
6. H 0.243
7. H 0.250
8. H 0.237
9. H 0.320


(2)
A cluster of 2 separate species, C3H4NO2 in total at a distorted geometry, computed with ωB97M-V/def2-TZVPD.

Cartesian coordinates (Å):
C  -0.22136  -0.81151  -1.76041
C  0.03869  -0.23450  -0.58576
C  -1.29980  -1.45279  -2.23586
N  0.16172  0.25915  0.44978
O  -2.27792  -1.79987  -2.67623
O  0.88045  1.02599  2.77988
H  0.52314  -0.73733  -2.68513
H  1.48098  1.81942  2.57024
H  -0.04811  1.37462  2.83813
H  0.76221  0.55683  1.30537

## Properties
Lowest unoccupied orbital energy in eV: -4.63
Molar mass in g mol⁻¹: 86.1
Energy above the lowest of the compared OMol25 structures with the same formula, charge and spin in kJ/mol: 139.3
Charge: +1
Multiplicity: 1
Frontier orbital gap in eV: 10.6458

The molecule's natural (NBO) atomic charges, reported in e, are given here:
1. C -0.711
2. C 0.601
3. C 0.871
4. N -0.439
5. O -0.277
6. O -0.905
7. H 0.361
8. H 0.510
9. H 0.506
10. H 0.483


(3)
The ion C3H4NO2 with charge +1 at a distorted geometry, computed with ωB97M-V/def2-TZVPD.

Cartesian coordinates (Å):
C  -0.97587  0.67721  1.25942
C  0.36878  0.47953  0.92120
C  -2.10967  0.33422  0.83172
N  0.55924  0.25251  -0.70400
O  -3.12623  0.03542  0.41209
O  1.30904  0.19040  1.54307
H  -1.05970  0.99865  2.35352
H  -0.08433  0.67337  -1.38358
H  0.69395  -0.74897  -0.77302
H  1.55609  0.53678  -0.63397

## Properties
Lowest unoccupied orbital energy in eV: -4.86
Molar mass in g mol⁻¹: 86.1
Energy above the lowest of the compared OMol25 structures with the same formula, charge and spin in kJ/mol: 107.9
SMILES: [NH3+]C(=O)C=C=O
Charge: +1
Multiplicity: 1
Frontier orbital gap in eV: 10.5351

The molecule's natural (NBO) atomic charges, reported in e, are given here:
1. C -0.711
2. C 0.730
3. C 0.805
4. N -0.820
5. O -0.312
6. O -0.417
7. H 0.349
8. H 0.460
9. H 0.448
10. H 0.466


(4)
An isolated molecule of C3H4NO2P at a distorted geometry, computed with ωB97M-V/def2-TZVPD.

Cartesian coordinates (Å):
C  -0.58621  0.91241  0.05524
C  0.69035  1.21103  -0.00014
C  -1.52172  -0.39291  -0.12802
N  -0.86974  -1.49706  -0.08058
O  -2.71389  -0.19451  -0.22504
O  1.76982  0.49269  -0.47645
P  2.94100  -0.56055  -0.11041
H  -1.30094  1.71559  0.49779
H  0.95376  2.11984  0.43889
H  -1.36738  -2.32960  -0.28387
H  2.00495  -1.47693  0.31261

## Properties
Lowest unoccupied orbital energy (alpha / beta) in eV: -0.75 / -3.05
Molar mass in g mol⁻¹: 117.0
Energy above the lowest of the compared OMol25 structures with the same formula, charge and spin in kJ/mol: 360.4
Charge: 0
Multiplicity: 1
Frontier orbital gap (alpha / beta) in eV: 9.1364 / 4.9829

The molecule's natural (NBO) atomic charges, reported in e, are given here:
1. C -0.363
2. C 0.179
3. C 0.530
4. N -0.401
5. O -0.426
6. O -0.815
7. P 0.661
8. H 0.227
9. H 0.182
10. H 0.340
11. H -0.113


(5)
A structure of composition C3H4NO2S at a distorted geometry, computed with ωB97M-V/def2-TZVPD.

Cartesian coordinates (Å):
C  -0.15764  0.20962  0.95746
C  -0.27308  2.71487  0.78145
C  0.30996  -1.75615  -1.27972
N  -0.53414  1.59714  0.44412
O  1.00484  -0.04897  0.89460
O  -0.06896  3.85522  1.04307
S  -1.17111  -1.56150  -0.19871
H  -0.82298  0.07218  1.84669
H  0.86568  -2.53911  -1.00966
H  0.81609  -0.81478  -1.06141
H  0.03133  -1.72852  -2.41789

## Properties
Lowest unoccupied orbital energy in eV: 3.70
Molar mass in g mol⁻¹: 118.1
Energy above the lowest of the compared OMol25 structures with the same formula, charge and spin in kJ/mol: 92.3
Charge: -1
Multiplicity: 1
Frontier orbital gap in eV: 7.1601

The molecule's natural (NBO) atomic charges, reported in e, are given here:
1. C 0.455
2. C 0.824
3. C -0.720
4. N -0.603
5. O -0.675
6. O -0.607
7. S -0.379
8. H 0.121
9. H 0.179
10. H 0.227
11. H 0.177


(6)
A cluster of 2 separate species, C3H4NO4 in total at a distorted geometry, computed with ωB97M-V/def2-TZVPD.

Cartesian coordinates (Å):
C  0.29339  -0.06373  4.82545
C  0.31589  0.36528  -0.35806
C  -0.43303  -0.46184  0.67263
N  -0.30503  -0.13122  1.96370
O  -0.38733  0.74297  5.32588
O  -0.93124  -0.76913  2.89844
O  1.04146  -0.95407  4.74634
O  0.54177  0.69873  2.33382
H  1.16174  -0.11525  -0.82122
H  -0.40509  0.79673  -1.26729
H  0.60582  1.17100  0.30340
H  -1.37848  -1.04102  0.34546

## Properties
Lowest unoccupied orbital energy in eV: 4.04
Molar mass in g mol⁻¹: 118.1
Energy above the lowest of the compared OMol25 structures with the same formula, charge and spin in kJ/mol: 17.1
Charge: -1
Multiplicity: 1
Frontier orbital gap in eV: 7.3137

The molecule's natural (NBO) atomic charges, reported in e, are given here:
1. C 1.080
2. C -0.654
3. C -0.223
4. N 0.407
5. O -0.580
6. O -0.628
7. O -0.567
8. O -0.601
9. H 0.187
10. H 0.157
11. H 0.250
12. H 0.172


Which value of charge does entry 2 give?
+1


What is the multiplicity in the sixth record?
1